Here is a 2-piece molecular cluster, CH3F2OP overall from OMol25. Energies are from ωB97M-V with the def2-TZVPD basis set.

XYZ file:
```
8
Properties=species:S:1:pos:R:3:forces:R:3:lowdin_charge:R:1
C 0.143652 0.039604 0.273821 -0.2032 0.2790 2.2077 -0.39
O -2.598115 -0.183767 0.740360 -0.6401 -0.2603 0.3417 -0.45
F 1.239210 0.831038 0.205083 -1.9891 -0.6477 0.5956 -0.05
F 0.200619 -0.765298 1.420241 0.4533 1.7107 -2.4165 -0.01
P -1.616568 0.720548 0.136018 1.3379 -0.3782 -0.5678 0.80
H 2.379012 -0.658986 -0.426606 0.5119 -0.3323 0.0441 0.06
H 2.095465 -0.848016 -1.069787 0.0977 -0.4405 -0.5256 0.06
H -1.843275 0.864876 -1.279131 0.4316 0.0692 0.3208 -0.01
```
Forces are in eV/Å.

Values from the calculation:
HOMO level (spin up / spin down)   -0.3588 / -0.3568 hartree
Relative energy (zero: lowest compared OMol25 entry of this formula, charge and spin)   567.0 kJ/mol
Spin multiplicity   1
HOMO-LUMO gap (spin up / spin down)   0.28993 / 0.30685 Ha